(1)
Molecular formula: C34H28N5Pd
Method: DFT, the ωB97M-V functional and the def2-TZVPD basis

Values from the calculation:
ΔE to the lowest compared entry with this formula, charge and spin = 0.8855 eV
orbital gap = 6.20 eV
highest occupied orbital energy = -0.3516 Eh
total charge = +1

Geometry as XYZ:
```
68
Properties=species:S:1:pos:R:3:forces:R:3:nbo_charge:R:1
Pd 0.0959 0.9500 -0.6104 -1.5 -0.5 -0.7 0.75
N 2.4017 0.6083 2.0221 0.6 -0.3 -0.2 -0.56
C 2.9009 0.8851 0.7674 -0.3 0.2 -0.3 0.41
C 4.2894 0.8514 0.5757 0.3 0.1 -0.3 -0.27
C 4.8251 1.1921 -0.6516 -0.6 -0.1 0.3 -0.12
C 3.9648 1.5859 -1.6783 0.0 0.1 0.1 -0.29
C 2.6126 1.5733 -1.4291 0.6 0.4 -0.3 0.06
N 2.0829 1.2169 -0.2421 1.0 -0.5 -0.1 -0.50
C 1.1542 0.8158 2.5746 -1.2 0.2 0.4 0.39
C 1.0250 0.7159 3.9728 0.1 0.0 -0.2 -0.27
C -0.2070 0.9330 4.5455 0.0 0.0 -0.3 -0.14
C -1.2919 1.2312 3.7239 0.0 0.0 -0.1 -0.26
C -1.0767 1.3128 2.3647 0.2 0.0 0.4 0.05
N 0.1141 1.1172 1.7974 0.6 0.1 0.9 -0.52
H 3.1067 0.3244 2.6882 -0.1 0.1 -0.1 0.41
H 4.9407 0.5947 1.3963 0.0 -0.1 0.1 0.23
H 5.8915 1.1772 -0.8038 0.1 0.0 0.0 0.24
H 4.3418 1.9161 -2.6329 0.0 -0.1 -0.1 0.24
H 1.8993 1.8869 -2.1966 0.3 -0.2 0.3 0.23
H 1.8832 0.4848 4.5875 0.1 0.0 0.0 0.22
H -0.3287 0.8814 5.6166 0.0 0.0 0.1 0.23
H -2.2739 1.3991 4.1306 -0.1 0.0 0.1 0.23
H -1.8909 1.5518 1.6894 0.0 0.0 0.0 0.19
C -4.0685 0.1130 -1.0914 -0.6 1.0 0.3 -0.23
C -4.5999 1.3185 -0.6000 0.2 -1.2 -0.4 -0.14
C -3.7618 2.3934 -0.4627 1.0 0.4 -0.1 -0.22
C -2.3934 2.2708 -0.7703 -1.3 -1.9 -0.3 0.17
N -1.8713 1.0554 -1.1487 -0.7 1.0 0.6 -0.43
C -2.7183 0.0337 -1.3271 0.4 -0.2 -0.4 0.08
C -1.4997 3.4003 -0.7090 1.6 1.6 0.2 0.16
C -1.9507 4.7303 -0.7946 -0.1 -1.0 0.0 -0.21
C -1.0503 5.7636 -0.7335 0.9 0.1 0.1 -0.14
C 0.3107 5.4710 -0.5986 -0.7 0.1 -0.1 -0.23
C 0.6932 4.1463 -0.5458 0.2 -0.1 0.1 0.07
N -0.1699 3.1347 -0.5918 -1.1 -0.1 -0.4 -0.45
H -4.7035 -0.7371 -1.2765 0.0 -0.1 0.0 0.24
H -5.6436 1.3914 -0.3385 -0.1 0.0 0.0 0.24
H -4.1316 3.3348 -0.0869 0.0 0.0 0.0 0.23
H -2.2873 -0.8885 -1.6979 0.1 0.1 0.1 0.24
H -2.9992 4.9305 -0.9344 -0.1 0.0 0.0 0.23
H -1.3794 6.7880 -0.8072 -0.1 0.1 0.0 0.24
H 1.0484 6.2547 -0.5484 0.1 0.1 0.0 0.24
H 1.7433 3.8873 -0.4588 -0.1 -0.1 0.0 0.21
C -0.8478 -5.6713 1.7519 -0.1 0.0 0.1 -0.21
C 0.2450 -5.2515 1.0102 0.1 0.0 0.0 -0.22
C 0.3438 -3.9405 0.5853 -0.1 0.1 0.2 -0.14
C -0.6562 -3.0186 0.8961 -0.3 -0.5 0.0 -0.10
C -1.7414 -3.4476 1.6629 0.2 0.0 -0.2 -0.20
C -1.8438 -4.7619 2.0745 0.0 -0.1 0.1 -0.21
C -0.6209 -1.6242 0.4633 0.2 0.3 -0.1 -0.28
C 0.0149 -1.1114 -0.5977 -0.2 1.6 0.8 -0.12
C 0.4945 -1.8477 -1.7413 0.5 -0.7 -0.8 -0.03
C 1.7467 -1.6019 -2.3292 -0.4 0.0 0.4 -0.23
C 2.1846 -2.3600 -3.3931 0.0 -0.2 -0.2 -0.20
C 1.3876 -3.3714 -3.9088 -0.1 0.0 0.1 -0.21
C 0.1371 -3.6171 -3.3570 0.1 -0.1 -0.2 -0.21
C -0.3128 -2.8630 -2.2957 0.3 0.5 0.2 -0.22
H -0.9198 -6.6949 2.0891 0.0 -0.1 0.0 0.22
H 1.0330 -5.9482 0.7678 0.1 -0.1 0.0 0.22
H 1.2052 -3.6172 0.0240 0.1 0.0 -0.1 0.21
H -2.5203 -2.7436 1.9149 -0.1 0.1 0.1 0.20
H -2.6988 -5.0720 2.6546 -0.1 -0.1 0.1 0.22
H -1.1933 -0.9627 1.1112 0.3 0.0 0.1 0.20
H 2.3922 -0.8390 -1.9158 0.0 0.0 0.0 0.20
H 3.1558 -2.1730 -3.8220 0.2 0.0 -0.1 0.21
H 1.7417 -3.9766 -4.7261 0.1 -0.1 -0.2 0.22
H -0.4807 -4.4098 -3.7535 -0.1 0.0 0.0 0.22
H -1.2772 -3.0720 -1.8514 0.0 0.0 0.0 0.21
```
Positions in Å, forces in eV/Å.

=====

(2)
Molecular formula: C34H29FGeN2O4Rh
Method: DFT, the ωB97M-V functional and the def2-TZVPD basis

Values from the calculation:
orbital gap = 6.30 eV
highest occupied orbital energy = -0.4126 Eh
total charge = +1

Geometry as XYZ:
```
72
Properties=species:S:1:pos:R:3:forces:R:3:lowdin_charge:R:1
Rh 0.3974 0.4236 0.3672 -0.3 0.5 0.1 1.36
O -0.4490 -4.1902 6.8331 0.0 0.0 0.0 0.14
C -0.4658 -4.2757 5.4898 0.0 0.0 0.0 -0.48
O -0.5056 -5.3360 4.9403 0.0 0.0 0.0 0.15
C -0.4182 -2.9836 4.7208 0.1 0.0 0.0 -0.13
C 0.2460 -1.8562 5.1921 0.0 0.0 0.0 0.00
C 0.3341 -0.7214 4.4047 0.0 0.0 0.0 0.00
C -0.2695 -0.7189 3.1510 0.0 0.0 0.0 -0.23
C -0.9141 -1.8468 2.6601 -0.1 0.0 0.0 0.00
C -0.9842 -2.9774 3.4510 0.0 0.0 0.0 0.02
N -0.1958 0.4444 2.3227 0.2 -0.2 0.0 0.01
C -0.2353 1.6182 2.8316 -0.2 -0.1 0.0 -0.04
C -0.0744 2.7630 1.9398 0.0 0.0 0.0 -0.23
C -0.1516 4.0793 2.3447 0.0 0.0 0.0 0.03
C -0.0437 5.0750 1.3800 0.0 0.0 0.0 0.00
C 0.1205 4.7171 0.0546 0.0 0.0 0.0 0.00
C 0.2076 3.3714 -0.2795 0.0 0.0 0.1 -0.05
N 0.1230 2.4250 0.6492 -0.1 0.1 -0.1 -0.03
H -0.5440 -3.2775 7.1295 0.0 0.0 0.0 0.11
H 0.7540 -1.8670 6.1488 0.0 0.0 0.0 0.13
H 0.9254 0.1215 4.7410 0.0 0.0 0.0 0.10
H -1.3368 -1.8456 1.6662 0.0 0.0 0.0 0.11
H -1.4612 -3.8768 3.0874 0.0 0.0 0.0 0.14
H -0.4294 1.7675 3.8888 0.0 0.0 0.0 0.15
H -0.2959 4.3182 3.3892 0.0 0.0 0.0 0.13
H -0.0951 6.1168 1.6646 0.0 0.0 0.0 0.13
H 0.1860 5.4625 -0.7245 0.0 0.0 0.0 0.13
H 0.3585 3.0375 -1.2975 0.0 0.0 0.0 0.13
O 2.2414 0.9161 0.6848 0.0 -0.3 -0.6 -0.13
C 2.5392 0.9277 -0.5783 -0.2 -0.2 -0.1 -0.55
O 1.5500 0.7270 -1.3398 0.3 -0.1 0.1 -0.03
C 3.9408 1.1735 -1.0079 0.1 0.0 0.1 -0.14
C 4.9101 1.4188 0.1568 -0.4 -0.1 0.1 -0.22
Ge 4.9382 0.1297 1.6783 0.4 -0.3 0.0 1.03
C 4.2999 1.0148 3.3037 -0.1 0.1 0.0 -0.25
C 3.0814 1.6980 3.3375 -0.1 0.2 0.1 -0.11
C 2.6212 2.2949 4.5025 0.1 0.0 0.0 -0.11
C 3.3758 2.2156 5.6662 0.0 0.0 0.0 -0.08
C 4.5878 1.5442 5.6494 0.0 0.0 0.0 -0.07
C 5.0471 0.9517 4.4778 -0.1 0.0 0.0 -0.08
C 6.8146 -0.3739 1.9651 0.0 0.2 0.0 -0.28
C 7.7866 0.6205 2.1143 -0.1 0.1 0.0 -0.12
C 9.1190 0.3050 2.3319 0.0 -0.1 0.0 -0.08
C 9.5083 -1.0265 2.4065 0.0 0.0 0.0 -0.08
C 8.5609 -2.0274 2.2610 0.0 0.0 0.0 -0.08
C 7.2263 -1.7015 2.0474 -0.1 -0.1 0.0 -0.10
C 3.8984 -1.4985 1.4260 0.0 0.1 -0.1 -0.29
C 3.7827 -2.1344 0.1903 0.1 0.0 0.0 -0.11
C 3.0859 -3.3272 0.0612 -0.1 0.0 0.0 -0.07
C 2.4992 -3.9098 1.1747 0.0 0.0 0.0 -0.07
C 2.6137 -3.2948 2.4124 0.0 0.0 0.0 -0.07
C 3.2937 -2.0894 2.5343 0.0 -0.1 0.0 -0.10
H 3.8916 2.0215 -1.6989 0.1 0.0 0.0 0.14
H 4.2365 0.3150 -1.6157 -0.1 0.0 0.0 0.13
H 4.6913 2.3995 0.5864 0.1 0.0 0.0 0.08
H 5.9316 1.4334 -0.2150 0.0 0.1 -0.1 0.07
H 2.4928 1.7744 2.4330 0.1 0.1 0.3 0.06
H 1.6796 2.8351 4.5090 0.0 0.0 0.0 0.08
H 3.0251 2.6832 6.5769 0.0 0.0 0.0 0.11
H 5.1832 1.4819 6.5509 0.0 0.0 0.0 0.11
H 5.9961 0.4291 4.4840 0.0 0.0 0.0 0.10
H 7.5041 1.6687 2.0639 0.0 0.0 0.0 0.10
H 9.8528 1.0926 2.4463 0.0 0.0 0.0 0.11
H 10.5463 -1.2804 2.5763 0.0 0.0 0.0 0.11
H 8.8585 -3.0667 2.3160 0.0 0.0 0.0 0.11
H 6.5019 -2.5008 1.9395 0.0 0.0 0.0 0.10
H 4.2684 -1.7201 -0.6875 0.0 0.0 0.0 0.10
H 3.0025 -3.8023 -0.9074 0.0 0.0 0.0 0.11
H 1.9610 -4.8439 1.0817 0.0 0.0 0.0 0.11
H 2.1787 -3.7619 3.2870 0.0 0.0 0.0 0.10
H 3.3789 -1.6222 3.5102 0.0 0.0 0.0 0.10
F 0.3304 -1.4417 0.0671 0.1 0.0 0.1 -0.45
```
Positions in Å, forces in eV/Å.

=====

(3)
Molecular formula: C34H29GeO3ReS4
Method: DFT, the ωB97M-V functional and the def2-TZVPD basis

Values from the calculation:
spin multiplicity = 2
ΔE to the lowest compared entry with this formula, charge and spin = 0.4627 eV
orbital gap (spin up / spin down) = 5.80 / 6.22 eV
highest occupied orbital energy (spin up / spin down) = -0.4006 / -0.4006 Eh
total charge = +1
expectation value of S² = 0.791

Geometry as XYZ:
```
72
Properties=species:S:1:pos:R:3:forces:R:3:lowdin_spin:R:1
Re -0.9146 -3.7075 0.2869 0.5 -1.0 0.4 0.87
S 1.9606 -5.5424 3.1576 0.3 -0.2 0.2 -0.01
C 0.8741 -4.9817 2.1492 0.0 0.0 0.4 0.01
S -0.5767 -4.0580 2.5311 -0.2 0.2 -0.7 0.09
S 0.8139 -5.1844 0.3865 -0.9 1.0 -0.4 -0.06
O -2.2900 -5.1707 -0.0973 -0.1 0.3 0.0 0.04
S -3.6742 -4.9668 -0.7729 -0.2 0.0 0.0 0.01
C -3.3150 -4.5354 -2.4374 0.1 0.1 0.0 0.00
C -2.4754 -3.4600 -2.7291 -0.1 0.0 -0.1 0.00
C -2.1174 -3.2372 -4.0449 0.0 -0.1 -0.1 0.00
C -2.6012 -4.0786 -5.0490 0.0 0.0 0.0 0.00
C -3.4401 -5.1388 -4.7429 0.0 0.0 0.0 0.00
C -3.8014 -5.3792 -3.4227 0.0 -0.1 0.0 0.00
C -4.1718 -3.4065 -0.0619 0.2 0.0 0.1 0.00
C -4.8302 -2.4261 -0.7893 0.0 0.0 0.0 0.00
C -5.1161 -1.2224 -0.1630 0.0 0.0 0.0 0.00
C -4.7618 -1.0145 1.1655 0.0 0.0 0.0 0.00
C -4.1470 -2.0202 1.8940 0.0 0.0 0.0 0.00
C -3.8505 -3.2344 1.2859 -0.1 0.0 0.0 0.00
H -2.1451 -2.7710 -1.9562 -0.1 -0.1 -0.1 0.00
H -1.4694 -2.4061 -4.2938 0.0 0.0 0.0 0.00
H -2.3160 -3.9018 -6.0785 0.0 0.0 0.0 0.00
H -3.8040 -5.7911 -5.5259 0.0 0.0 0.0 0.00
H -4.4443 -6.2141 -3.1673 0.0 0.0 0.0 0.00
H -5.1033 -2.5867 -1.8238 0.0 0.0 0.0 0.00
H -5.6084 -0.4370 -0.7217 0.0 0.0 0.0 0.00
H -4.9797 -0.0650 1.6374 0.0 0.0 0.0 0.00
H -3.9051 -1.8724 2.9397 0.0 0.0 -0.1 0.00
H -3.4358 -4.0508 1.8681 0.0 0.1 0.0 0.00
O -1.5364 -1.6459 -0.3733 0.0 -0.7 0.2 0.00
C -0.3815 -1.2299 -0.0533 0.3 -0.1 0.2 0.02
O 0.3953 -2.1436 0.3977 0.2 0.5 0.0 0.02
C 0.0654 0.1782 -0.1699 0.0 0.1 0.1 0.00
C 0.6016 0.7304 1.1631 -0.1 -0.2 0.0 0.00
Ge 1.7876 2.2648 0.9010 0.2 0.2 0.0 0.00
C 2.4749 2.8231 2.6196 0.0 0.1 0.2 0.00
C 3.4164 3.8549 2.6660 0.0 0.0 0.1 0.00
C 3.9280 4.2924 3.8814 0.0 0.0 -0.1 0.00
C 3.5085 3.6971 5.0658 0.0 0.0 0.0 0.00
C 2.5805 2.6664 5.0331 0.0 0.0 0.0 0.00
C 2.0660 2.2333 3.8149 0.0 0.1 0.0 0.00
C 3.2586 1.6488 -0.2041 0.2 -0.1 -0.2 0.00
C 3.5679 2.2334 -1.4340 0.1 -0.1 0.0 0.00
C 4.6385 1.7650 -2.1917 -0.1 0.0 0.1 0.00
C 5.4107 0.7094 -1.7267 0.0 0.0 0.0 0.00
C 5.1172 0.1203 -0.5020 -0.1 0.0 0.0 0.00
C 4.0498 0.5889 0.2540 0.0 0.1 -0.1 0.00
C 0.8401 3.7083 0.0175 -0.2 0.1 -0.1 0.00
C 0.3277 3.5426 -1.2750 0.0 0.2 0.1 0.00
C -0.3833 4.5635 -1.8962 0.0 -0.1 0.0 0.00
C -0.5926 5.7656 -1.2316 0.0 0.0 0.0 0.00
C -0.0935 5.9441 0.0514 0.0 -0.1 0.0 0.00
C 0.6180 4.9216 0.6723 -0.1 0.0 -0.1 0.00
H -0.7690 0.7678 -0.5460 0.0 0.0 0.0 0.00
H 0.8619 0.1797 -0.9242 0.0 0.0 0.0 0.00
H 1.1865 -0.0401 1.6719 0.0 0.0 0.0 0.00
H -0.2211 1.0117 1.8244 0.0 -0.1 0.0 0.00
H 3.7609 4.3165 1.7453 0.0 0.0 0.0 0.00
H 4.6562 5.0947 3.9053 0.0 0.0 0.0 0.00
H 3.9099 4.0345 6.0136 0.0 0.0 0.0 0.00
H 2.2559 2.1997 5.9560 0.0 0.0 0.0 0.00
H 1.3409 1.4250 3.8052 0.0 0.0 0.0 0.00
H 2.9807 3.0681 -1.8010 0.0 0.0 0.0 0.00
H 4.8711 2.2291 -3.1430 0.0 0.0 0.0 0.00
H 6.2492 0.3520 -2.3125 0.0 0.0 0.0 0.00
H 5.7250 -0.6980 -0.1341 0.0 0.0 0.0 0.00
H 3.8419 0.1320 1.2178 0.0 0.0 0.0 0.00
H 0.4942 2.6137 -1.8127 0.0 0.0 0.0 0.00
H -0.7700 4.4238 -2.8991 0.0 0.0 0.0 0.00
H -1.1404 6.5648 -1.7169 0.0 0.0 0.0 0.00
H -0.2580 6.8804 0.5714 0.0 0.0 0.0 0.00
H 1.0046 5.0726 1.6745 0.0 0.0 0.0 0.00
```
Positions in Å, forces in eV/Å.

=====

For reference, calculated total energy by record: -1713.90809 -4010.64382 -5286.44412 Eh.